19
Properties=species:S:1:pos:R:3:nbo_charge:R:1 method="wB97M-V/def2-TZVPD" gap_ev=9.874 e_above_lowest_kj_mol=804.7
C 0.03153 1.57796 -0.74644 -0.604
C -0.46192 0.44987 0.13782 -0.226
C 0.68461 0.30841 1.13123 -0.385
C 1.68533 -0.64156 0.23249 -0.248
C -0.35748 -0.98025 -0.30122 -0.071
C -1.67922 -0.32088 -0.43237 0.132
H -0.81836 1.83068 -1.74189 0.232
H 1.24386 1.30725 -0.94790 0.236
H 0.04127 2.71575 0.06855 0.199
H 1.00103 1.29888 1.60084 0.230
H 0.24016 -0.32187 1.94237 0.216
H 2.34936 -1.39342 0.85240 0.194
H 2.45076 -0.03935 -0.20908 0.190
H 1.37943 -2.23828 -0.90202 0.379
H -0.41931 -1.49102 0.73427 0.182
H -2.23980 -0.06938 -1.46740 0.226
H -3.24253 0.04026 0.62205 0.461
N 1.00281 -1.30177 -0.91416 -0.619
O -2.89153 -0.73131 0.34044 -0.723

=====

19
Properties=species:S:1:pos:R:3:nbo_charge:R:1 method="wB97M-V/def2-TZVPD" smiles="CC(C)CC(O)=C=N" gap_ev=8.756 e_above_lowest_kj_mol=224.8
C 2.13824 -0.88284 0.04917 -0.609
C 0.88451 -0.02662 -0.05969 -0.184
C 0.65100 0.45175 -1.48433 -0.618
C -0.40895 -0.96905 0.43333 -0.427
C -1.62327 -0.14642 0.61010 0.132
O -2.82145 -0.83413 0.52908 -0.668
C -1.54285 1.15175 0.84168 0.272
N -1.67366 2.36277 0.67367 -0.621
H 2.31288 -1.19457 1.07777 0.207
H 2.05122 -1.77153 -0.57391 0.203
H 3.01153 -0.31798 -0.27755 0.209
H 0.99007 0.83739 0.60161 0.199
H -0.24981 1.05752 -1.54503 0.221
H 1.49286 1.05602 -1.82378 0.207
H 0.54557 -0.39683 -2.15835 0.201
H -0.61106 -1.76691 -0.28290 0.223
H -0.06215 -1.37906 1.38136 0.213
H -3.55208 -0.20475 0.53004 0.482
H -1.53260 2.97349 1.47773 0.359

=====

19
Properties=species:S:1:pos:R:3:nbo_charge:R:1 method="wB97M-V/def2-TZVPD" smiles=C1C[C@H]2CNC[C@@H]1O2 gap_ev=8.937 e_above_lowest_kj_mol=1024.5
C -1.61399 -1.07046 0.31059 -0.368
C -1.11176 -0.06950 1.72975 -0.366
C 0.31746 0.52841 1.01480 -0.019
C 1.64878 0.85911 0.28834 -0.147
N 1.39217 0.79292 -1.24742 -0.579
C 0.61478 -0.39473 -1.71245 -0.225
C -0.37055 -0.73368 -0.56950 0.016
O 0.65041 -0.80426 0.45305 -0.554
H -1.78360 -2.06014 0.76291 0.215
H -2.43072 -0.71867 -0.30943 0.204
H -0.80691 -0.76950 2.69949 0.228
H -1.72339 0.78943 2.00428 0.198
H -0.26430 1.28636 0.42328 0.142
H 2.34494 0.16870 0.54935 0.212
H 1.86361 1.82275 0.35377 0.166
H 0.57890 1.51483 -1.49606 0.327
H 0.06843 -0.33536 -2.67043 0.206
H 1.38212 -1.18198 -1.85596 0.197
H -0.75639 0.37575 -0.72836 0.146

=====

19
Properties=species:S:1:pos:R:3:nbo_charge:R:1 method="wB97M-V/def2-TZVPD" gap_ev=10.144 e_above_lowest_kj_mol=778.0
C 1.07021 -1.13923 0.55945 -0.662
C -0.26244 -0.36181 0.46858 0.160
C -1.02907 -1.00427 -0.78442 -0.461
C -0.03632 -0.47424 -1.88034 -0.045
C -0.08640 0.91096 -0.14967 -0.027
C 0.15436 1.47004 1.13950 -0.207
H 1.39058 -1.63918 -0.27833 0.203
H 1.26042 -2.07299 1.11542 0.238
H 1.94960 -0.37447 0.91670 0.215
H -2.04559 -0.58257 -0.90740 0.217
H -0.81408 -2.08983 -0.36560 0.230
H 0.61473 -1.40984 -2.00626 0.178
H -0.82882 -0.30249 -2.80975 0.158
H -1.13506 1.14412 -0.23422 0.160
H 1.22624 1.71544 1.57191 0.201
H -0.34594 2.28264 1.47633 0.198
H -1.27342 0.30689 2.61496 0.377
N -0.35370 0.24509 2.03363 -0.642
O 0.45188 0.61225 -1.43097 -0.492

=====

19
Properties=species:S:1:pos:R:3:nbo_charge:R:1 method="wB97M-V/def2-TZVPD" smiles=N[C@@]12CCOC[C@H]1C2 gap_ev=9.614 e_above_lowest_kj_mol=414.6
N -0.96966 0.55612 1.51125 -0.824
C -0.81461 0.47068 0.06903 0.093
C 0.27671 1.35111 -0.54404 -0.453
C 1.58160 0.48246 -0.24453 -0.067
O 1.38375 -0.47883 0.73596 -0.538
C 0.64081 -1.53390 0.39846 -0.059
C -0.44398 -0.94359 -0.51264 -0.283
C -1.82910 -0.53944 -0.45494 -0.400
H 0.06807 0.56938 1.79572 0.370
H -1.21708 1.64434 1.53248 0.350
H 0.27644 1.54173 -1.60924 0.224
H 0.26539 2.40321 -0.12649 0.202
H 1.86229 -0.09689 -1.20915 0.158
H 2.42779 1.07309 0.02120 0.198
H 1.16827 -2.34210 -0.21620 0.166
H 0.16340 -1.92162 1.32352 0.205
H -0.02693 -0.79627 -1.46165 0.192
H -2.34587 -0.69401 -1.42257 0.222
H -2.46730 -0.74547 0.41382 0.245

=====

19
Properties=species:S:1:pos:R:3:nbo_charge:R:1 method="wB97M-V/def2-TZVPD" smiles="CC(C)C(=O)[C@@H]1CN1" gap_ev=10.484 e_above_lowest_kj_mol=167.0
C 0.17577 1.28047 -1.44788 -0.594
C 0.71923 -0.06301 -0.94097 -0.318
C 1.69741 0.13636 0.21398 -0.613
C -0.47349 -0.99036 -0.72235 0.578
O -0.85033 -1.67020 -1.65312 -0.535
C -1.25456 -1.06073 0.54644 -0.191
C -1.44430 0.07177 1.49859 -0.237
N -0.70722 -1.09120 1.88920 -0.565
H -0.47874 1.12193 -2.30144 0.225
H 1.00254 1.91574 -1.75804 0.213
H -0.38677 1.79993 -0.67565 0.199
H 1.26945 -0.52195 -1.77135 0.228
H 1.27280 0.73096 1.01981 0.199
H 2.04168 -0.82017 0.60315 0.211
H 2.56938 0.67386 -0.15543 0.222
H -2.09871 -1.73657 0.42682 0.219
H -2.41645 0.17491 1.96198 0.205
H -0.93435 1.01156 1.32616 0.190
H 0.29667 -0.96332 1.94008 0.364

=====

37
Properties=species:S:1:pos:R:3:nbo_charge:R:1 method="wB97M-V/def2-TZVPD" gap_ev="6.171 / 6.252" e_above_lowest_kj_mol=41.0 charge=-2
Pb 0.16607 -0.53253 0.17611 1.577
O 3.02291 -0.23938 0.39125 -0.775
C 3.13397 0.79840 1.34319 -0.075
C 2.44128 2.03995 0.81738 -0.245
N 0.98031 1.91357 0.83512 -0.496
C 0.42225 2.17866 2.15479 -0.343
C -1.06069 1.78635 2.23720 0.773
O -1.76827 2.40718 3.02899 -0.703
O -1.40915 0.82062 1.48270 -0.855
C 0.36961 2.77679 -0.18710 -0.338
C 0.43891 2.16023 -1.59350 0.770
O 0.97189 2.80363 -2.49422 -0.694
O -0.10734 1.00437 -1.69226 -0.872
H 2.73640 -1.05581 0.87163 0.525
H 4.19023 1.03688 1.52434 0.157
H 2.69747 0.47791 2.29505 0.183
H 2.75125 2.18069 -0.22042 0.224
H 2.76002 2.92162 1.39551 0.167
H 0.54316 3.22921 2.44862 0.185
H 0.94228 1.55685 2.88977 0.212
H 0.83995 3.76679 -0.19681 0.183
H -0.68834 2.89138 0.05537 0.227
O 1.90456 -4.00812 0.14928 -1.033
P 1.74670 -3.51384 1.67256 2.572
O 2.72236 -4.17901 2.55285 -1.145
O 1.69834 -1.98721 1.65577 -1.261
O 0.24205 -4.02609 2.02628 -1.110
P -1.10763 -3.61383 1.21676 2.543
O -1.51096 -2.19583 1.91542 -1.028
O -2.13638 -4.64424 1.44740 -1.144
O -0.70581 -3.14511 -0.16165 -1.230
H 1.06571 -3.79533 -0.31269 0.521
H -1.78853 -2.28514 2.83397 0.504
Se -3.23661 0.72486 -2.39648 0.202
Se -5.35021 0.78592 -2.99209 -0.268
Te -5.23508 -1.60144 -0.09800 0.054
Se -3.03744 -0.77465 -0.54593 0.034

=====

20
Properties=species:S:1:pos:R:3:nbo_charge:R:1 method="wB97M-V/def2-TZVPD" gap_ev=6.272 e_above_lowest_kj_mol=433.5
C -1.89552 0.22890 0.34014 -0.420
C 0.71324 -0.67195 -2.01087 -0.669
N -0.62059 -0.45115 0.14493 -0.401
C 1.36256 0.20804 0.34887 -0.037
C 0.42634 0.24028 -0.82725 0.415
C 0.38747 -0.25266 1.24308 0.137
C 0.17168 -0.63573 2.51627 -0.706
O 2.49502 0.98123 0.51388 -0.696
O -0.02828 1.48894 -1.23621 -0.708
H 2.26059 1.88582 0.77210 0.463
H -0.45031 1.43936 -2.10356 0.469
H -0.77817 -1.43911 -0.06642 0.404
H -2.36535 -0.13578 1.25093 0.227
H -1.69742 1.29405 0.44447 0.241
H -2.55847 0.06042 -0.50780 0.202
H 1.54280 -0.24782 -2.57198 0.242
H 1.01154 -1.65736 -1.66466 0.231
H -0.15345 -0.76103 -2.66950 0.190
H 0.92356 -0.47081 3.26177 0.222
H -0.74725 -1.10364 2.82183 0.193

=====

20
Properties=species:S:1:pos:R:3:nbo_charge:R:1 method="wB97M-V/def2-TZVPD" smiles=C[C@@]1(CN)O[C@H]1[C@H]1CO1 gap_ev=10.344 e_above_lowest_kj_mol=630.5
C 0.74574 -1.29669 1.02392 -0.639
C 0.66611 -0.52968 -0.25101 0.257
C 2.12654 0.07649 -0.64575 -0.241
N 2.30706 1.30349 0.17986 -0.864
O -0.10837 -0.98177 -1.25571 -0.492
C -0.68601 0.06361 -0.74300 0.027
C -1.94729 -0.29485 0.00674 -0.011
C -2.74169 0.77378 0.49377 -0.116
O -3.20968 0.07748 -0.66220 -0.490
H 1.44083 -2.20286 0.61101 0.222
H -0.40965 -1.49236 1.29614 0.216
H 1.22347 -0.81699 1.81323 0.232
H 2.91494 -0.65999 -0.49766 0.193
H 2.08464 0.08605 -1.87975 0.170
H 3.05775 1.93772 -0.28685 0.380
H 1.19658 1.77006 0.27145 0.376
H -1.07319 0.90908 -1.44230 0.199
H -2.05725 -1.31219 0.28931 0.207
H -2.22586 1.74215 0.17031 0.170
H -3.30468 0.84747 1.50848 0.203

=====

20
Properties=species:S:1:pos:R:3:mulliken_spin:R:1 method="wB97M-V/def2-TZVPD" gap_ev="4.984 / 6.658" s_squared=2.02 e_above_lowest_kj_mol=369.0 multiplicity=3
C 0.33016 0.64623 -1.56978 0.048
C -1.05724 0.06540 -1.77884 0.035
C 0.79989 0.63805 -0.10478 -0.076
C 0.73833 -0.56159 0.88935 -0.009
C -0.12319 0.57810 1.08734 0.731
C 1.94563 -1.08174 1.74285 0.035
N -1.81465 -0.07866 0.64604 1.033
O -3.56960 0.37898 -1.14704 0.078
S -2.31328 0.94142 -0.73980 0.183
H 1.08735 0.02313 -2.00220 0.009
H 0.29127 1.57954 -2.12954 -0.011
H -1.38097 0.06043 -2.84122 0.004
H -1.08696 -0.93572 -1.36639 -0.006
H 1.60949 1.34233 -0.13180 0.019
H 0.30407 -1.35005 0.27176 0.010
H -0.25560 1.32554 1.86956 0.047
H 2.63179 -0.32750 1.84861 -0.003
H 2.47186 -1.83565 1.23902 0.002
H 1.63676 -1.37179 2.69176 0.006
H -2.24509 -0.03645 1.52510 -0.136